C20H24IrN3PSe2Si | the ωB97M-V functional and the def2-TZVPD basis

The geometry in XYZ format:
```
52
Properties=species:S:1:pos:R:3:forces:R:3:lowdin_spin:R:1
Ir -1.1492 -0.4774 0.5286 -0.229 -0.189 0.036 2.12
Se -4.0508 -2.3436 0.5578 0.018 -0.128 -0.054 0.03
Se -0.3883 -1.2199 2.9108 -0.059 0.191 -0.047 0.87
P -2.3157 1.6161 0.5619 0.161 0.040 0.072 0.19
Si 3.6850 -0.0016 -0.8960 -0.057 0.037 0.014 0.04
N -2.3009 -2.1992 0.0863 0.012 0.005 0.040 0.16
N -2.1681 0.5146 4.5363 -0.129 0.102 0.092 0.18
N -4.1833 -3.9185 -0.1953 -0.011 0.075 0.056 0.04
C -0.2069 3.2741 -0.1700 -0.039 -0.020 0.012 0.02
C -1.9452 -3.3059 -0.5685 0.036 0.047 -0.033 0.02
C -3.6262 1.9609 1.7524 -0.060 0.016 -0.079 0.04
C 4.1526 1.7718 -0.6077 0.003 -0.056 -0.055 0.01
C -0.9345 2.7145 0.8824 -0.030 0.081 -0.011 0.04
C -2.7977 -5.5009 -1.3936 0.062 -0.002 -0.021 0.01
C 1.2738 4.3019 1.4202 0.002 -0.001 -0.017 0.03
C 3.6557 -0.4888 -2.6922 0.087 -0.016 0.058 0.02
C 0.5564 3.7417 2.4694 0.004 0.007 -0.003 0.00
C -1.4872 -0.1798 3.9139 0.149 -0.207 -0.049 0.10
C -1.5625 -5.7491 -1.8848 -0.065 0.064 0.049 0.00
C 0.8900 4.0716 0.1040 0.014 0.009 0.030 0.00
C -0.5008 -4.7944 -1.7353 -0.018 -0.017 -0.003 0.00
C -3.0213 -4.2598 -0.7140 -0.103 -0.095 -0.025 0.00
C -0.5454 2.9463 2.2056 -0.023 -0.017 -0.007 0.03
C 0.6549 -0.2832 -0.0242 -0.062 -0.133 -0.088 0.37
C 4.5986 -1.1988 0.1945 0.012 -0.013 -0.108 0.02
C 1.8582 -0.1699 -0.3687 0.375 0.110 0.008 0.56
C -0.6642 -3.6036 -1.1018 0.019 0.013 -0.005 0.01
C -3.0058 1.9721 -1.0688 -0.002 0.081 0.029 0.04
H 5.6550 -1.1725 -0.0847 0.005 -0.011 0.006 0.00
H 4.2482 -2.2221 0.0598 -0.005 -0.017 -0.010 0.00
H -3.9144 1.3857 -1.2066 0.004 -0.009 0.002 0.00
H -3.2563 3.0342 -1.1215 -0.011 -0.027 -0.026 0.01
H -1.3568 -6.6751 -2.4022 -0.005 -0.015 -0.006 0.00
H 1.4384 4.5291 -0.7078 0.009 0.005 -0.015 0.00
H -4.5307 1.4266 1.4588 0.013 -0.006 0.001 0.00
H -3.3512 1.6634 2.7596 0.034 0.015 0.052 0.00
H 3.3382 -1.5216 -2.8310 -0.012 -0.036 0.017 0.00
H 4.6715 -0.4015 -3.0848 0.019 -0.005 -0.011 0.00
H -2.3051 1.7241 -1.8635 0.019 0.003 0.002 0.00
H -3.8246 3.0347 1.7314 -0.024 -0.013 0.012 0.01
H -1.1099 2.5275 3.0302 -0.005 0.015 0.003 0.00
H -3.6193 -6.1956 -1.4904 -0.010 -0.014 -0.001 0.00
H 0.8468 3.9369 3.4923 0.003 0.005 0.015 0.00
H 3.0176 0.1550 -3.2952 -0.043 0.059 0.014 0.00
H 2.1271 4.9326 1.6288 0.013 0.009 0.003 0.00
H 0.4668 -5.0419 -2.1510 0.017 0.003 -0.004 0.00
H 4.5354 -0.9438 1.2511 -0.031 0.053 0.037 0.00
H 4.0746 2.0536 0.4418 -0.017 -0.018 0.049 0.00
H -0.4977 3.1062 -1.1986 -0.012 -0.006 -0.020 0.00
H 5.1911 1.9182 -0.9136 0.005 0.006 0.000 0.00
H 3.5362 2.4505 -1.1969 -0.022 0.014 -0.026 0.00
H 0.1481 -2.8952 -1.0091 -0.013 0.007 0.012 0.01
```
Forces are in eV/Å.

Computed properties:
**HOMO-LUMO gap (spin up / spin down)**: 7.34 / 4.88 eV
**Spin multiplicity**: 6
**Net charge**: +2
**E_HOMO (spin up / spin down)**: -14.40 / -14.89 eV

C20H24LuN5O2S | the ωB97M-V functional and the def2-TZVPD basis

The geometry in XYZ format:
```
53
Properties=species:S:1:pos:R:3:forces:R:3:nbo_charge:R:1
Lu 1.3077 0.3211 -0.7149 1.935 0.669 -0.860 2.14
S -0.9605 -0.2693 0.0943 -1.089 -0.723 0.677 2.21
O -0.9611 -0.0517 -1.3627 0.000 -0.066 -0.047 -0.94
O -0.3121 0.9363 0.6922 -0.530 0.262 0.329 -1.00
N 2.0560 -0.7371 1.3167 -0.644 -0.151 -0.338 -0.61
N 1.7374 -1.3013 -2.3127 0.002 0.164 0.112 -0.59
N 1.4421 3.4191 -2.4556 -0.040 0.067 -0.066 -0.30
N 0.1285 -1.4301 0.2514 -0.591 0.390 -0.184 -1.00
N 1.7548 2.5413 -1.4756 -0.016 -0.519 0.324 -0.50
C 2.3884 4.6162 -0.8940 -0.033 0.001 0.020 -0.32
C -6.2963 -1.4358 2.5564 -0.032 0.015 0.035 -0.65
C 1.2106 -3.6777 -3.1832 0.012 -0.547 -0.363 -0.55
C 2.8111 2.6281 0.7468 -0.149 0.043 -0.226 -0.68
C 1.4821 -2.3539 -2.6943 0.219 0.346 0.055 0.60
C 1.8064 4.6728 -2.1529 0.060 -0.043 0.133 0.25
C -4.2892 0.0317 2.2515 -0.026 -0.028 -0.010 -0.21
C 2.5348 -1.2625 3.5976 -0.058 -0.075 0.029 -0.24
C 2.1258 -4.0660 -4.3612 -0.013 0.072 0.031 -0.59
C 1.3013 -1.8971 3.7264 0.045 0.058 -0.067 -0.09
C 2.3351 3.2827 -0.5130 0.023 0.020 -0.115 0.20
C 1.6062 5.8174 -3.0764 0.000 0.016 -0.108 -0.66
C -2.5132 -0.5927 0.8037 0.379 0.173 -0.105 -0.34
C -4.9607 -1.1554 1.9416 0.075 0.061 -0.007 0.08
C 0.8767 -1.3891 1.4389 0.211 -0.225 0.722 0.36
C -3.0644 0.3276 1.6879 0.046 0.117 -0.003 -0.16
C -3.1394 -1.7917 0.4847 0.071 -0.063 -0.078 -0.16
C 0.4600 -1.9610 2.6326 0.013 -0.073 -0.136 -0.25
C -4.3668 -2.0605 1.0576 -0.013 0.012 0.004 -0.21
C 2.8665 -0.6970 2.3881 0.225 0.162 -0.124 0.07
H 3.3765 3.3351 1.3479 0.026 -0.044 0.049 0.28
H 1.0013 -2.3434 4.6650 0.046 0.016 0.020 0.25
H 0.6424 5.7609 -3.5816 -0.008 0.015 0.026 0.25
H 2.3866 5.8318 -3.8391 0.005 0.001 0.019 0.26
H 0.1618 -3.7177 -3.4854 -0.014 0.042 0.082 0.28
H 1.6598 6.7514 -2.5237 -0.027 0.008 -0.011 0.26
H -2.5383 1.2451 1.9172 -0.056 -0.009 0.033 0.25
H 3.2280 -1.2116 4.4242 0.006 0.019 -0.009 0.26
H -4.7402 0.7311 2.9440 0.007 0.006 -0.011 0.24
H 1.8845 -5.0832 -4.6589 0.005 0.002 -0.007 0.25
H -4.8780 -2.9843 0.8213 0.012 -0.003 -0.014 0.24
H -6.2246 -1.4293 3.6451 0.001 -0.027 -0.010 0.24
H -6.6951 -2.3960 2.2384 -0.004 0.001 0.008 0.23
H 0.9914 3.1183 -3.3030 -0.031 -0.095 -0.025 0.43
H 1.9666 2.2876 1.3554 0.051 -0.038 0.069 0.25
H 1.9673 -3.4088 -5.2135 -0.006 -0.001 0.004 0.23
H 1.3474 -4.3706 -2.3494 -0.057 0.064 0.043 0.28
H 3.4878 1.7966 0.5169 0.033 -0.021 0.106 0.22
H -7.0076 -0.6558 2.2806 -0.009 -0.021 -0.016 0.25
H 3.1749 -4.0278 -4.0758 -0.005 -0.008 0.016 0.23
H -2.6630 -2.4887 -0.1941 -0.091 -0.044 0.015 0.24
H 3.8145 -0.1915 2.2548 -0.004 0.016 0.004 0.22
H 2.7891 5.4420 -0.3311 0.010 -0.008 -0.027 0.26
H -0.5011 -2.4558 2.6728 0.025 -0.011 0.005 0.25
```
Forces are in eV/Å.

Computed properties:
**Energy above the lowest of the compared OMol25 structures with the same formula, charge and spin**: 0.00 kcal/mol
**HOMO-LUMO gap**: 9.11 eV
**Net charge**: +2
**E_HOMO**: -14.67 eV

C20H24MoN2O3S | the ωB97M-V functional and the def2-TZVPD basis

The geometry in XYZ format:
```
51
Properties=species:S:1:pos:R:3:forces:R:3:mulliken_charge:R:1
Mo -0.0075 0.1601 0.1490 -0.858 0.781 4.057 2.67
S 0.4645 -1.2399 3.1658 0.361 0.101 0.193 0.30
O 0.1122 -0.0546 2.0842 -0.258 0.738 -1.565 -0.60
O 1.6730 0.4951 -0.1231 1.331 -0.997 -0.776 -0.30
O -0.3169 -1.5268 -0.1453 0.754 -1.928 -0.620 -0.16
N -1.9415 0.3363 -0.4564 0.017 0.377 -0.162 -0.15
N -0.1805 2.1685 0.0266 -0.587 0.173 -0.312 -0.15
C -3.4639 -2.9967 -1.1216 0.139 0.385 -0.023 -0.74
C -0.1379 -0.5574 4.7489 -0.208 0.180 0.040 -0.33
C 2.2760 -1.0769 3.2934 0.054 0.123 0.011 -0.39
C 4.4999 3.4798 -0.1398 0.046 0.023 -0.012 -0.73
C -1.5543 2.6759 0.0661 -1.077 0.152 0.258 -0.75
C -1.8253 -4.7606 -0.8911 -0.363 0.209 -0.056 -0.62
C 3.1478 3.7936 -0.1247 -0.203 -0.144 -0.021 -0.75
C -1.1713 -2.4766 -0.4606 -2.079 -1.774 -0.730 0.44
C -2.7859 -0.6369 -0.7709 -0.238 -1.085 -0.197 -0.02
C -2.5039 -2.0233 -0.7630 0.475 -0.192 0.193 0.59
C -0.5211 -1.7196 5.6402 -0.134 -0.400 0.205 -1.19
C 2.7936 0.2664 3.7655 -0.036 0.195 -0.022 -1.17
C -2.4340 1.6962 -0.7025 -0.196 1.155 -0.334 -0.85
C 2.1713 2.7712 -0.1415 0.118 -0.534 0.016 0.47
C -3.1206 -4.3431 -1.1975 0.076 -0.031 -0.021 -0.74
C 4.9215 2.1557 -0.2471 -0.272 0.378 -0.093 -0.59
C 0.7880 3.0624 -0.0680 1.288 0.292 0.008 0.10
C 2.6273 1.4084 -0.2238 2.008 2.412 -0.080 0.42
C -0.8449 -3.8324 -0.5361 0.557 0.923 0.271 -0.61
C 3.9858 1.1194 -0.3332 -1.004 -0.661 0.030 -0.49
H -3.4819 1.8085 -0.3995 0.203 -0.143 0.000 0.47
H 2.6550 -1.3409 2.2999 -0.135 -0.158 0.119 0.33
H -1.5754 -5.8134 -0.9260 0.052 -0.014 -0.043 0.48
H 0.6353 0.0568 5.2060 -0.006 0.085 -0.296 0.25
H -3.7814 -0.3490 -1.1176 0.085 0.110 0.150 0.48
H -1.8733 2.7345 1.1190 0.111 0.019 -0.252 0.27
H 2.5725 -1.8673 3.9911 -0.187 -0.207 -0.077 0.53
H 2.5194 0.4838 4.7961 0.017 0.052 -0.072 0.41
H -3.8666 -5.0646 -1.5117 0.030 0.008 0.098 0.48
H -1.0035 0.0568 4.4937 0.038 0.008 -0.109 0.43
H -4.4781 -2.6900 -1.3413 -0.070 0.041 -0.051 0.49
H 3.8831 0.2267 3.7536 0.017 -0.033 -0.076 0.39
H 5.2287 4.2771 -0.0802 0.033 0.008 -0.031 0.48
H 0.5179 4.1209 -0.0860 -0.151 -0.152 0.021 0.47
H -2.3771 1.9134 -1.7795 0.011 -0.153 0.214 0.40
H -1.6440 3.6756 -0.3752 0.144 -0.204 0.124 0.51
H -0.8909 -1.3216 6.5876 0.068 0.127 -0.057 0.38
H 4.3080 0.0954 -0.4811 0.035 -0.008 0.091 0.55
H 2.8339 4.8283 -0.0742 -0.016 0.064 0.013 0.48
H 0.3246 -2.3588 5.8825 0.076 -0.080 0.005 0.39
H -1.3221 -2.3180 5.2162 -0.043 -0.098 -0.059 0.39
H 0.1675 -4.1426 -0.3090 0.003 -0.098 -0.045 0.51
H 2.4715 1.0835 3.1149 0.030 -0.014 0.111 0.26
H 5.9803 1.9223 -0.2799 -0.056 -0.011 -0.037 0.49
```
Forces are in eV/Å.

Computed properties:
**HOMO-LUMO gap (spin up / spin down)**: 5.31 / 5.05 eV
**Net charge**: +4
**E_HOMO (spin up / spin down)**: -21.59 / -21.48 eV

C20H24N2O2 | the ωB97M-V functional and the def2-TZVPD basis

The geometry in XYZ format:
```
48
Properties=species:S:1:pos:R:3:forces:R:3:nbo_charge:R:1
O 2.3619 1.3078 -2.6371 -4.732 -0.752 5.754 -0.81
O -4.6523 1.0969 -0.1669 1.422 -3.995 1.898 -0.64
N -0.8983 -0.1803 -1.1749 6.058 0.121 -3.861 -0.35
N 1.4637 1.9336 -0.5473 -6.222 -0.389 6.108 -0.40
C 2.5926 2.5218 -0.2562 5.358 1.775 5.207 -0.22
C 2.7146 -2.5690 -0.1552 -1.485 -6.417 -1.646 -0.14
C 0.6769 1.4012 1.8884 4.114 6.768 -2.860 -0.38
C -2.0080 -1.2925 0.1150 -8.805 -6.846 9.715 -0.23
C 0.3544 1.9053 0.4537 3.878 6.866 4.216 -0.21
C 2.4243 -4.1841 -0.1650 -6.896 10.164 -0.376 -0.19
C 0.0028 -3.2914 -0.1446 -2.473 -16.738 1.438 -0.21
C 0.9750 -4.3182 -0.1372 5.912 -1.551 0.388 -0.19
C 0.3803 -2.1752 -0.3188 -1.985 12.180 -0.935 -0.07
C 2.1071 2.0000 2.3330 -6.687 9.827 -11.158 -0.30
C 0.1283 0.3399 -2.2270 -2.979 9.195 9.372 -0.16
C 3.1423 2.0305 1.1175 -5.040 0.208 0.729 -0.40
C 1.6659 -1.7444 -0.4443 3.117 0.624 1.838 -0.25
C -2.6266 1.7342 -1.6789 5.459 -6.086 -6.803 -0.58
C -2.7603 -0.2788 -0.2190 -2.443 1.970 -3.143 -0.34
C 1.3271 1.2164 -1.4868 3.118 -5.496 -16.669 0.65
C -4.0198 0.0356 0.2442 -5.290 3.448 0.722 0.58
C -4.7045 -0.9339 1.3275 4.652 -2.311 -2.987 -0.68
C -2.0478 0.3016 -1.2724 -6.861 5.881 4.086 0.31
C -0.8718 -1.3330 -0.2444 13.561 3.767 -7.795 0.13
H 2.4155 3.4886 -0.0053 -0.661 3.521 -0.039 0.20
H 1.9192 3.1133 2.7720 0.380 -2.370 -1.181 0.17
H 3.3786 2.4580 -0.9149 1.048 -0.385 -2.101 0.27
H -0.5700 1.8549 0.0897 -3.388 -1.393 -1.812 0.23
H -4.0153 -1.0988 2.1828 -0.723 0.561 -0.187 0.22
H 0.9457 -5.3555 0.0084 -2.257 -1.545 0.150 0.21
H -5.6863 -0.7429 1.5383 -2.255 0.844 0.628 0.23
H 0.5031 -0.4383 -2.4614 5.419 -9.328 -4.415 0.19
H 2.4356 1.5367 2.9947 5.385 -7.620 10.659 0.15
H 3.4007 1.0690 1.0290 0.638 -4.311 -0.826 0.19
H 3.1616 -4.7782 0.1242 2.740 -3.051 0.736 0.20
H -0.9963 -3.7721 -0.0498 0.468 1.354 -0.068 0.23
H -2.6346 1.2571 -2.9458 -0.226 2.007 2.625 0.18
H -2.2884 -2.0368 0.8668 -0.417 0.110 -0.098 0.21
H -3.5623 2.0563 -1.6306 -3.668 0.670 1.341 0.27
H 0.3033 3.0927 0.7740 0.089 -2.135 -1.160 0.18
H -0.2977 1.0546 -2.8706 -0.651 0.149 -1.081 0.25
H 4.0194 2.3517 1.4761 3.212 2.600 0.790 0.22
H 0.7549 0.4898 1.7242 0.814 -8.915 -0.294 0.18
H -0.0495 1.6390 2.5309 -2.856 0.906 2.339 0.22
H 1.8624 -0.7181 -0.2809 0.154 1.072 -0.562 0.21
H -1.8714 2.4383 -1.8042 1.304 1.457 0.163 0.20
H 3.7565 -2.4855 -0.1526 1.281 1.595 0.181 0.21
H -4.6123 -1.9978 0.8021 -0.579 1.994 0.968 0.21
```
Forces are in eV/Å.

Computed properties:
**Energy above the lowest of the compared OMol25 structures with the same formula, charge and spin**: 458.98 kcal/mol
**HOMO-LUMO gap**: 8.73 eV
**Net charge**: 0
**E_HOMO**: -8.17 eV